# 1
This record from OMol25 describes a structure of composition C13H10LiNO3S2. The level of theory is wB97M-V/def2-TZVPD.

The charge is -2. Its LUMO energy is 4.7 eV. The highest occupied orbital energy comes out at -0.71 eV.

CARTESIAN COORDINATES (ANGSTROEM)
S  -1.66254  0.00210  2.47865
S  -0.04608  0.10306  3.68020
O  1.09955  -0.47641  2.89947
O  -0.27790  -0.69454  4.88835
O  0.23066  1.51557  3.96944
N  1.79006  -0.32388  -0.42008
C  4.02947  0.64787  1.22911
C  3.88270  -1.93573  -4.71156
C  5.04862  1.28538  -0.84471
C  4.04622  0.59222  -0.16584
C  6.01135  2.01084  -0.15392
C  2.40392  -0.65134  -3.31295
C  2.93227  -0.14552  -0.88939
C  3.30986  -0.70353  -2.25613
C  2.68615  -1.24901  -4.53036
C  4.79151  -2.00647  -3.66520
C  4.99510  1.36238  1.91874
C  5.99315  2.04646  1.23268
C  4.51393  -1.38422  -2.45592
Li  0.78183  -0.18905  1.22766
H  5.07172  1.26237  -1.92856
H  3.22551  0.14444  1.75575
H  4.96091  1.39426  3.00161
H  5.72027  -2.55239  -3.79717
H  6.74226  2.61031  1.77766
H  1.45668  -0.15516  -3.13554
H  1.97509  -1.19396  -5.34775
H  6.77216  2.55680  -0.70289
H  4.09866  -2.42063  -5.65745
H  5.22922  -1.42784  -1.64239

# 2
This record from OMol25 describes a structure of composition C13H10N2O2PtSe3Te. The level of theory is wB97M-V/def2-TZVPD.

The charge is +2. Its LUMO energy (alpha / beta) is -9.9 / -9.9 eV. As for the energy relative to the best compared isomer or geometry (same formula, charge and spin): 22.2 kcal per mole. The highest occupied orbital energy (alpha / beta) comes out at -14.97 / -14.95 eV.

CARTESIAN COORDINATES (ANGSTROEM)
Pt  -0.32178  0.04351  -2.04571
Te  -1.08383  -3.07753  -4.50296
Se  -1.80081  -0.93735  -3.66687
Se  1.20343  -3.23885  -3.51518
Se  1.65047  -1.15134  -2.95911
O  -0.07038  -5.19994  2.99487
O  0.11413  -3.97860  4.82445
N  -0.02185  0.36734  -0.06094
N  -0.13495  2.15032  -1.97918
C  -0.00905  -0.71987  0.88236
C  0.16466  -2.01223  0.39881
C  0.04135  1.59940  0.30305
C  0.07906  4.86674  -1.53020
C  -0.01530  2.63001  -0.71724
C  0.01136  -4.12106  3.50138
C  -0.12295  2.99330  -3.00561
C  0.17380  -3.07863  1.27716
C  -0.18847  -0.50065  2.24482
C  0.08591  3.98126  -0.45548
C  0.01376  -2.87298  2.64110
C  -0.17000  -1.57864  3.11401
C  -0.01625  4.36547  -2.81466
H  0.30326  -2.19160  -0.65568
H  0.17937  4.33370  0.56259
H  0.15765  5.93169  -1.35928
H  0.14773  1.87103  1.34523
H  -0.37086  0.48089  2.65768
H  -0.01549  5.01989  -3.67464
H  -0.20924  2.56232  -3.99346
H  -0.33656  -1.37821  4.16492
H  0.29996  -4.09332  0.92539
H  0.26188  -3.06605  5.09839

# 3
This record from OMol25 describes an isolated molecule of C13H10O4. The level of theory is wB97M-V/def2-TZVPD.

The charge is 0. The SMILES is O=C(O)CCC1=CC(=O)c2ccccc2C1=O. Its LUMO energy is -0.8 eV. As for the energy relative to the best compared isomer or geometry (same formula, charge and spin): 0.0 kcal per mole. The highest occupied orbital energy comes out at -9.76 eV.

CARTESIAN COORDINATES (ANGSTROEM)
O  2.07324  -0.49183  3.06115
O  -4.31853  -1.02985  -2.07143
O  -2.17678  -0.41668  -2.21127
O  -1.25806  1.29129  -0.00352
C  -0.52015  -0.84639  0.72610
C  -2.98810  -1.02709  -0.04334
C  2.00757  0.46970  0.90133
C  -1.66291  -1.72962  0.30072
C  3.34259  0.84930  0.80191
C  3.73151  1.67750  -0.24890
C  2.79130  2.14034  -1.17150
C  1.54219  -0.43779  1.98114
C  1.07158  0.94415  -0.01586
C  -3.07972  -0.74811  -1.51850
C  0.37615  -1.27599  1.62014
C  -0.34148  0.53458  0.18036
C  1.44669  1.78743  -1.05553
H  3.09883  2.77638  -1.98810
H  4.06722  0.50804  1.52351
H  -3.10946  -0.12313  0.54264
H  -3.80776  -1.69819  0.19415
H  -1.80251  -2.50679  1.04235
H  -4.89001  -0.26618  -1.91653
H  -1.33982  -2.24271  -0.60686
H  0.69111  2.12818  -1.74572
H  0.29478  -2.24717  2.08236
H  4.76055  1.98062  -0.36079

# 4
This record from OMol25 describes a structure of composition C13H11AuN8O4. The level of theory is wB97M-V/def2-TZVPD.

The charge is +2. Its LUMO energy (alpha / beta) is -7.4 / -10.5 eV. As for the energy relative to the best compared isomer or geometry (same formula, charge and spin): 20.8 kcal per mole. The highest occupied orbital energy (alpha / beta) comes out at -16.06 / -16.06 eV. The spin multiplicity is 3.

CARTESIAN COORDINATES (ANGSTROEM)
Au  0.86750  -0.24419  0.02299
O  -0.54789  -1.88407  5.69801
O  -0.57327  -1.86339  1.04997
O  0.94628  -0.48123  6.54246
O  -1.22840  -2.50131  3.01560
N  2.07480  -2.31244  -2.28360
N  2.10146  0.57400  2.78430
N  1.26930  -0.17353  2.04294
N  0.90688  -1.56313  -4.07827
N  -0.64611  0.23386  -3.83183
N  -0.60612  1.25919  -0.42531
N  -0.28277  -0.76869  -5.85915
N  0.59777  -0.53042  -1.98034
C  -1.13475  2.09841  0.46288
C  -0.49622  -1.79778  2.37467
C  0.42364  -0.99641  5.60031
C  -2.50484  3.04103  -1.25061
C  1.18709  -1.46788  -2.79350
C  0.52071  -0.86674  2.91502
C  0.88347  -0.56616  4.22589
C  1.91630  0.35663  4.08726
C  -0.98781  1.26425  -1.70987
C  -1.94351  2.15236  -2.15966
C  0.01094  -0.71330  -4.57832
C  -2.09720  3.01586  0.07353
C  -0.32102  0.27270  -2.58643
H  -2.23003  2.13183  -3.20129
H  2.80972  1.14705  2.34728
H  -3.25684  3.74751  -1.57511
H  -0.88475  -2.20682  4.84638
H  -0.78325  2.02774  1.48311
H  0.17151  -1.44868  -6.44869
H  2.50218  0.84347  4.85154
H  2.32684  -2.34146  -1.31241
H  2.48410  -2.99274  -2.90620
H  -0.96173  -0.13653  -6.25074
H  -2.51400  3.69101  0.80717

# 5
This record from OMol25 describes a cluster of 2 separate species, C13H11BCl2N4O2 in total. The level of theory is wB97M-V/def2-TZVPD.

The charge is 0. Its LUMO energy is -1.9 eV. The highest occupied orbital energy comes out at -6.79 eV.

CARTESIAN COORDINATES (ANGSTROEM)
Cl  -5.10753  -0.59230  3.88399
Cl  -5.08878  2.18283  2.35934
O  -2.43987  2.72809  1.19883
O  -2.59528  -2.08086  3.60679
N  2.34349  -0.35444  -1.12577
N  1.63013  -0.48247  -3.17647
N  0.79496  -1.89789  2.88279
N  0.95309  2.23020  1.79442
C  2.46762  -0.16062  0.32990
C  0.64986  -0.43089  -4.22701
C  -0.09595  -1.13113  2.99520
C  -3.71730  -0.01252  3.13248
C  -1.28898  0.81377  2.02912
C  -2.47596  1.79801  1.98878
C  -3.70571  1.22819  2.56243
C  -2.52104  -0.88124  3.30638
C  -1.20824  -0.22173  3.06558
C  2.94788  -0.75662  -3.21105
C  1.26388  -0.23441  -1.88807
C  3.41436  -0.66857  -1.92056
C  -0.02820  1.58912  1.86746
B  -0.13961  0.13121  -2.04197
H  2.49392  0.91103  0.57291
H  -0.16430  -1.10331  -3.92408
H  -1.49385  0.12518  1.24235
H  3.50429  -0.97277  -4.10605
H  1.65018  -0.65415  0.88054
H  4.38075  -0.77806  -1.46731
H  0.20941  0.57523  -4.23544
H  1.07818  -0.69719  -5.19905
H  -0.34622  1.29022  -1.83034
H  -0.78908  -0.87921  -1.96039
H  3.42391  -0.61266  0.61424

# 6
This record from OMol25 describes a structure of composition C13H11BaN7S2. The level of theory is wB97M-V/def2-TZVPD.

The charge is +2. Its LUMO energy is -6.2 eV. The highest occupied orbital energy comes out at -14.45 eV.

CARTESIAN COORDINATES (ANGSTROEM)
Ba  0.96971  1.13671  1.40704
S  0.10869  -1.30823  -6.18497
S  -1.21147  1.68288  3.36164
N  0.77390  -2.07554  -4.94059
N  1.01682  -0.07425  4.62482
N  -0.38408  1.35998  -0.79103
N  -0.50920  -0.02820  -5.43738
N  -2.08262  1.29879  5.79423
N  -0.11233  0.26117  5.38066
N  1.03956  -0.95083  -0.22617
C  0.66659  -0.71466  -1.50795
C  -0.09549  0.51228  -1.80786
C  -1.11027  1.03569  4.92892
C  -0.53419  0.77912  -3.10753
C  1.99813  -3.04528  -0.89457
C  0.96955  -1.62619  -2.52395
C  -1.13108  2.43414  -1.03751
C  -1.30948  1.91898  -3.34413
C  1.64706  -2.80569  -2.20150
C  0.54761  -1.32432  -3.87597
C  1.67342  -2.08635  0.05643
C  -1.62215  2.75288  -2.29753
C  -0.18760  -0.15184  -4.16052
H  -2.23054  3.63479  -2.43599
H  1.87370  -3.50893  -2.99367
H  -1.65308  2.11388  -4.35296
H  -0.16653  -0.09409  6.32467
H  2.51112  -3.94949  -0.60042
H  -2.85781  1.86397  5.48962
H  -1.35747  3.07796  -0.19205
H  1.83544  0.25681  5.12592
H  1.94140  -2.24832  1.09618
H  -2.09183  0.95872  6.74309
H  1.07450  -1.08655  4.58105